Entry 1:
ORCA calculation (wB97M-V/def2-TZVPD) on 2 unconnected molecules or ions with the total composition C37H43BF6N2O3S in a non-equilibrium geometry.

Output
- HOMO-LUMO gap: 4.284 eV
- Energy above the lowest of the compared OMol25 structures with the same formula, charge and spin: 1.5626 eV

```
! RIJCOSX wB97M-V def2-TZVPD def2/J DEFGRID3
* xyz 0 1
C 0.76 -5.92 -2.61
N -0.30 -5.03 -2.18
C -1.65 -5.57 -2.19
C -2.38 -5.21 -3.45
F -3.53 -5.91 -3.62
F -2.72 -3.87 -3.48
F -1.59 -5.43 -4.55
C 0.00 -3.79 -1.70
C -1.02 -2.89 -1.32
C -0.69 -1.61 -0.90
C 0.64 -1.23 -0.62
C 1.01 0.06 -0.05
C 1.03 1.16 -0.94
C 1.69 2.39 -0.65
C 1.98 3.27 -1.66
C 1.62 2.99 -3.01
N 2.23 3.62 -4.05
C 1.75 3.50 -5.40
C 3.38 4.48 -3.84
C 4.61 3.64 -3.86
F 5.77 4.34 -3.77
F 4.59 2.73 -2.83
F 4.65 2.90 -5.02
C 0.72 1.92 -3.26
C 0.40 1.08 -2.22
C 1.65 -2.19 -0.91
C 1.36 -3.38 -1.55
H 1.49 -6.09 -1.80
H 0.32 -6.88 -2.89
H 1.31 -5.51 -3.47
H -1.58 -6.66 -2.15
H -2.22 -5.18 -1.34
H -2.06 -3.20 -1.34
H -1.50 -0.89 -0.71
H 1.62 0.07 0.86
H 1.98 2.61 0.37
H 2.52 4.19 -1.42
H 0.65 3.60 -5.41
H 2.21 4.29 -6.01
H 1.96 2.52 -5.87
H 3.39 5.23 -4.64
H 3.31 4.93 -2.86
H 0.33 1.72 -4.26
H -0.32 0.29 -2.40
H 2.69 -1.97 -0.67
H 2.16 -4.05 -1.87
C 0.80 -5.51 1.43
O -0.50 -4.92 1.49
C -0.68 -3.73 2.10
C -1.99 -3.19 2.07
C -2.14 -1.81 1.99
C -1.02 -0.97 1.94
B -1.27 0.69 1.75
C -0.03 0.95 2.97
C 1.19 1.58 3.06
C 1.66 1.68 4.42
C 0.78 1.12 5.33
C 0.85 1.05 6.81
S -0.65 0.54 4.52
O -0.84 1.72 0.85
C -1.71 2.84 0.96
C -0.96 4.09 1.35
C -2.35 3.11 -0.41
C -2.78 2.38 2.06
C -2.42 2.89 3.44
C -4.24 2.75 1.81
O -2.64 0.96 2.09
C 0.20 -1.53 2.33
C 0.40 -2.90 2.45
H 0.62 -6.42 0.87
H 1.53 -4.88 0.89
H 1.18 -5.73 2.44
H -2.86 -3.83 2.01
H -3.13 -1.38 1.96
H 1.77 1.92 2.21
H 2.60 2.16 4.71
H 1.84 1.38 7.16
H 0.06 1.68 7.26
H 0.69 0.03 7.19
H -1.70 4.91 1.43
H -0.42 3.98 2.30
H -0.25 4.38 0.56
H -2.94 4.04 -0.32
H -1.57 3.28 -1.17
H -2.98 2.27 -0.72
H -2.75 3.94 3.55
H -2.93 2.26 4.18
H -1.34 2.85 3.62
H -4.35 3.85 1.89
H -4.61 2.43 0.83
H -4.85 2.29 2.60
H 1.08 -0.94 2.56
H 1.39 -3.30 2.68
*
```

Mulliken atomic charge list, values in e, 4 entries: number 1, C, carries -1.374; number 2, N, carries 0.299; number 3, C, carries -1.170; number 4, C, carries 1.046

***

Entry 2:
ORCA calculation (wB97M-V/def2-TZVPD) on a molecular structure, C37H43BFN5NbO13 in a non-equilibrium geometry.

Output
- HOMO-LUMO gap: 3.676 eV

```
! RIJCOSX wB97M-V def2-TZVPD def2/J DEFGRID3
* xyz -1 1
C 1.88 3.56 -2.60
C 1.93 2.28 -3.49
B 1.14 1.04 -2.90
O 0.15 1.28 -1.97
Nb 1.66 -1.16 -3.51
F 3.23 -0.48 -4.61
C 2.96 -1.45 -1.65
C 2.26 -1.17 -0.30
C 3.31 -1.01 0.85
O 4.38 -1.95 0.66
C 5.61 -1.43 0.68
C 6.01 -0.21 -0.12
O 6.45 -2.00 1.33
H 1.17 3.47 -1.77
H 2.87 3.73 -2.17
H 1.63 4.45 -3.18
H 1.47 2.53 -4.45
H 2.97 1.99 -3.64
H -0.39 0.49 -1.84
H 1.96 -2.93 -4.02
H 0.64 -1.07 -5.01
H 0.19 -1.76 -2.63
H 3.27 -2.50 -1.67
H 3.86 -0.83 -1.75
H 1.56 -0.34 -0.33
H 1.72 -2.09 -0.04
H 3.65 0.02 0.97
H 2.80 -1.28 1.78
H 5.31 0.61 -0.01
H 6.94 0.15 0.32
H 6.22 -0.42 -1.17
C 9.42 -0.56 3.92
C 10.62 -0.04 4.39
C 11.44 0.69 3.54
C 11.04 0.90 2.23
C 9.84 0.39 1.75
C 9.03 -0.35 2.61
N 11.89 1.70 1.34
O 12.94 2.12 1.79
O 11.50 1.89 0.21
H 8.78 -1.12 4.59
H 10.93 -0.21 5.41
H 12.37 1.09 3.90
H 9.54 0.55 0.73
H 8.09 -0.76 2.25
C -5.89 0.32 -6.10
C -4.84 -0.51 -6.50
C -3.59 -0.37 -5.93
C -3.39 0.60 -4.96
C -4.42 1.44 -4.56
C -5.67 1.29 -5.13
N -2.06 0.73 -4.34
O -1.19 -0.01 -4.75
O -1.94 1.58 -3.47
H -6.87 0.20 -6.54
H -5.01 -1.26 -7.25
H -2.78 -1.01 -6.24
H -4.25 2.19 -3.80
H -6.48 1.94 -4.82
C 1.69 4.71 3.69
C 2.65 3.73 3.92
C 3.40 3.23 2.87
C 3.18 3.72 1.60
C 2.23 4.69 1.35
C 1.48 5.19 2.41
N 3.99 3.21 0.48
O 4.80 2.33 0.73
O 3.80 3.68 -0.62
H 1.11 5.10 4.52
H 2.81 3.36 4.92
H 4.14 2.46 3.05
H 2.06 5.07 0.35
H 0.74 5.95 2.23
C -6.35 -0.99 -0.31
C -6.15 -2.01 0.62
C -4.88 -2.24 1.12
C -3.83 -1.45 0.70
C -4.02 -0.44 -0.23
C -5.29 -0.21 -0.74
N -2.49 -1.67 1.25
O -2.35 -2.58 2.05
O -1.61 -0.93 0.87
H -7.35 -0.81 -0.70
H -6.99 -2.62 0.95
H -4.73 -3.03 1.85
H -3.19 0.17 -0.56
H -5.44 0.57 -1.46
C -12.44 -4.44 4.07
C -12.23 -3.07 3.93
C -11.04 -2.60 3.41
C -10.06 -3.50 3.04
C -10.25 -4.87 3.18
C -11.44 -5.33 3.70
N -8.80 -3.01 2.47
O -8.67 -1.81 2.38
O -7.98 -3.84 2.12
H -13.37 -4.80 4.48
H -13.01 -2.37 4.22
H -10.88 -1.53 3.30
H -9.48 -5.57 2.89
H -11.60 -6.40 3.82
*
```

Mulliken atomic charge list, values in e, 4 entries: number 1, C, carries -0.846; number 2, C, carries -0.548; number 3, B, carries 0.875; number 4, O, carries -0.448

***

Entry 3:
ORCA calculation (wB97M-V/def2-TZVPD) on a molecular structure, C37H43ClN5O2STi.

Output
- HOMO-LUMO gap (alpha / beta): 5.215 / 7.025 eV
- Energy above the lowest of the compared OMol25 structures with the same formula, charge and spin: 0.2703 eV

```
! RIJCOSX wB97M-V def2-TZVPD def2/J DEFGRID3
* xyz -1 3
Ti -0.09 -0.09 0.95
C 3.84 -0.67 1.79
C 3.65 -1.32 0.45
C 4.44 -2.39 0.05
C 4.29 -2.97 -1.20
C 3.33 -2.47 -2.07
C 2.51 -1.42 -1.70
C 1.44 -0.91 -2.62
C 2.67 -0.84 -0.43
N 1.80 0.21 -0.06
C 2.24 1.47 -0.03
C 3.63 1.87 -0.43
C 1.28 2.46 0.28
C 1.68 3.91 0.31
N 0.04 2.04 0.52
C -1.04 2.95 0.40
C -1.39 3.44 -0.87
C -0.61 3.06 -2.10
C -2.51 4.24 -1.00
C -3.29 4.57 0.09
C -2.93 4.10 1.34
C -1.81 3.30 1.52
C -1.44 2.81 2.89
H 4.31 -1.36 2.49
H 2.88 -0.34 2.19
H 4.49 0.21 1.71
H 5.19 -2.77 0.74
H 4.91 -3.80 -1.50
H 3.20 -2.92 -3.05
H 1.45 -1.45 -3.57
H 1.57 0.16 -2.83
H 0.45 -1.02 -2.17
H 4.24 1.00 -0.66
H 4.12 2.43 0.37
H 3.61 2.52 -1.31
H 2.42 4.08 1.09
H 0.82 4.54 0.51
H 2.12 4.23 -0.64
H -0.07 2.12 -1.97
H 0.12 3.82 -2.36
H -1.29 2.95 -2.96
H -2.80 4.58 -1.99
H -4.19 5.16 -0.04
H -3.54 4.35 2.21
H -1.78 3.51 3.65
H -0.37 2.65 2.98
H -1.92 1.84 3.08
N -7.16 0.71 1.07
C -6.28 1.01 0.03
S -6.90 1.80 -1.33
C -4.92 0.67 0.23
C -4.42 0.13 1.46
C -3.10 -0.15 1.61
N -2.17 0.05 0.63
C -2.64 0.51 -0.57
C -3.94 0.82 -0.80
H -8.13 0.80 0.79
H -6.97 -0.14 1.59
H -5.07 -0.02 2.31
H -2.71 -0.55 2.54
H -1.90 0.64 -1.35
H -4.25 1.19 -1.77
Cl 1.09 -8.29 -1.59
C 0.62 -6.75 -0.91
C 0.92 -5.59 -1.60
C 0.55 -4.37 -1.05
C -0.10 -4.31 0.17
C -0.39 -5.49 0.85
C -0.03 -6.72 0.31
C -0.49 -2.99 0.80
O -1.16 -2.98 1.82
O -0.04 -1.95 0.18
H 1.43 -5.64 -2.55
H 0.78 -3.44 -1.56
H -0.90 -5.43 1.80
H -0.24 -7.64 0.83
C 1.22 -1.81 4.16
C 0.48 -0.48 3.99
C 1.28 0.65 4.65
C -0.89 -0.61 4.67
N 0.31 -0.20 2.58
H 1.32 -2.06 5.22
H 2.22 -1.77 3.73
H 0.66 -2.60 3.66
H 1.45 0.43 5.71
H 0.74 1.59 4.57
H 2.25 0.76 4.16
H -0.77 -0.81 5.74
H -1.44 -1.44 4.22
H -1.47 0.31 4.55
*
```

Mulliken atomic charge list, values in e, 4 entries: number 1, Ti, carries -0.043; number 2, C, carries -1.306; number 3, C, carries 2.053; number 4, C, carries -1.163